# 1
Computed, not measured: 2 unconnected molecules or ions with the total composition C13H22F2N2O10S at a distorted geometry, with ωB97M-V with the def2-TZVPD basis set.

Last column: Löwdin charge in e.
Cartesian coordinates (Å):
C (-5.41, -2.85, 0.57)  -0.035
C (-4.72, -2.79, 1.98)  -0.393
O (-5.53, -3.33, 3.02)  -0.029
C (-4.17, -1.34, 2.32)  -0.115
O (-2.92, -1.54, 3.02)  -0.051
C (-2.04, -0.45, 2.86)  -0.222
O (-1.40, -0.41, 4.15)  0.126
C (-0.42, -1.40, 4.02)  -0.469
O (0.14, -2.00, 4.84)  0.238
O (-0.15, -1.67, 2.67)  0.127
C (-0.85, -0.75, 1.85)  -0.332
C (-1.42, -1.45, 0.56)  -0.107
S (-2.14, -0.23, -0.63)  0.719
O (-2.84, 0.84, 0.06)  -0.341
O (-1.08, 0.27, -1.50)  -0.351
N (-0.12, 0.42, 1.30)  0.143
C (1.21, 0.12, 0.92)  -0.434
O (1.61, -0.90, 0.54)  0.224
F (2.12, 1.18, 0.96)  0.104
C (-0.16, 1.58, 2.18)  -0.451
O (0.48, 1.73, 3.13)  0.256
F (-1.08, 2.52, 1.85)  0.144
H (-4.81, -2.30, -0.19)  0.060
H (-6.41, -2.36, 0.65)  0.096
H (-5.55, -3.91, 0.28)  0.088
H (-3.80, -3.43, 1.90)  0.143
H (-4.97, -3.94, 3.53)  0.103
H (-4.90, -0.82, 2.98)  0.153
H (-4.05, -0.83, 1.34)  0.095
H (-2.57, 0.53, 2.69)  0.181
H (-0.60, -1.95, -0.02)  0.127
H (-2.15, -2.26, 0.80)  0.109
H (-2.97, -1.00, -1.43)  0.089
C (2.75, 1.89, -2.76)  -0.070
C (4.02, 1.03, -2.72)  -0.429
C (5.30, 1.84, -2.44)  -0.206
O (5.78, 2.59, -3.54)  -0.192
C (5.12, 3.83, -3.75)  -0.109
N (4.12, 0.28, -3.98)  0.038
H (2.65, 2.44, -3.69)  0.064
H (1.87, 1.26, -2.67)  0.071
H (2.74, 2.60, -1.93)  0.076
H (3.90, 0.32, -1.90)  0.132
H (6.10, 1.12, -2.20)  0.121
H (5.19, 2.48, -1.55)  0.119
H (4.82, 4.29, -2.80)  0.090
H (4.25, 3.69, -4.39)  0.074
H (5.81, 4.50, -4.26)  0.087
H (4.90, -0.37, -3.91)  0.071
H (4.41, 0.93, -4.70)  0.068

Output
SMILES string ... C[C@H](O)CO[C@H]1OC(=O)O[C@]1(C[SH](=O)=O)N(C(=O)F)C(=O)F.COC[C@@H](C)N
Highest occupied orbital energy ... -9.097 eV
HOMO-LUMO gap ... 0.3301 Eh
M ... 436.386 g mol⁻¹
Total charge ... 0
Total energy ... -53560.2553 eV

# 2
Computed, not measured: C22H23NO in the gas phase, with ωB97M-V with the def2-TZVPD basis set.

Last column: Löwdin charge in e.
Cartesian coordinates (Å):
O (-0.49, -2.47, 2.54)  0.102
C (-0.55, -2.13, 1.37)  -0.316
C (-1.69, -2.29, 0.45)  -0.110
C (-2.92, -2.89, 0.68)  0.003
C (-3.83, -2.93, -0.35)  -0.073
C (-3.52, -2.39, -1.60)  -0.065
C (-2.29, -1.79, -1.83)  -0.018
C (-1.37, -1.75, -0.79)  -0.141
C (0.00, -1.11, -0.80)  -0.213
N (-0.10, 0.30, -1.12)  0.030
H (0.79, 0.63, -1.49)  0.093
C (-0.58, 1.19, -0.07)  -0.347
C (-2.11, 1.25, -0.07)  -0.144
C (-2.62, 2.23, 0.98)  -0.196
C (-2.06, 3.63, 0.74)  -0.211
C (-0.54, 3.58, 0.73)  -0.200
C (-0.03, 2.60, -0.32)  -0.158
H (-0.36, 2.93, -1.31)  0.125
H (1.06, 2.59, -0.31)  0.100
H (-0.13, 4.58, 0.53)  0.109
H (-0.18, 3.27, 1.72)  0.116
H (-2.41, 4.31, 1.51)  0.107
H (-2.42, 4.00, -0.23)  0.113
H (-3.71, 2.25, 0.96)  0.109
H (-2.32, 1.88, 1.97)  0.116
H (-2.45, 1.55, -1.06)  0.126
H (-2.52, 0.26, 0.13)  0.101
H (-0.24, 0.85, 0.92)  0.151
C (0.53, -1.50, 0.58)  -0.090
C (1.78, -1.51, 1.06)  0.039
C (3.03, -1.08, 0.44)  -0.205
C (4.14, -1.92, 0.52)  -0.032
C (5.34, -1.56, -0.05)  -0.081
C (5.47, -0.34, -0.70)  -0.087
C (4.38, 0.52, -0.76)  -0.075
C (3.17, 0.15, -0.20)  -0.029
H (2.34, 0.83, -0.21)  0.083
H (4.47, 1.48, -1.24)  0.105
H (6.41, -0.05, -1.13)  0.102
H (6.19, -2.23, 0.01)  0.103
H (4.05, -2.87, 1.03)  0.116
H (1.89, -1.97, 2.05)  0.131
H (0.62, -1.57, -1.58)  0.166
H (-2.05, -1.36, -2.79)  0.118
H (-4.25, -2.43, -2.39)  0.104
H (-4.80, -3.39, -0.20)  0.102
H (-3.14, -3.30, 1.65)  0.120

Output
SMILES string ... O=C1/C(=C/c2ccccc2)[C@H](NC2CCCCC2)c2ccccc21
Highest occupied orbital energy ... -8.765 eV
HOMO-LUMO gap ... 0.3113 Eh
M ... 317.432 g mol⁻¹
Relative energy (zero: lowest compared OMol25 entry of this formula, charge and spin) ... 0.0 kcal per mole
Total charge ... 0
Total energy ... -26725.2615 eV

# 3
Computed, not measured: a molecular structure, C7H6BeN2O3S at a distorted geometry, with ωB97M-V with the def2-TZVPD basis set.

Last column: Löwdin charge in e.
Cartesian coordinates (Å):
O (-1.51, 1.01, -3.53)  0.181
C (-1.07, 0.72, -2.52)  0.114
Be (-0.05, 0.04, -0.25)  -0.164
C (-1.50, -0.51, 0.43)  0.100
C (0.33, 1.62, 0.24)  0.104
O (-2.50, -0.93, 0.82)  0.298
O (0.71, 2.68, 0.48)  0.291
C (3.71, -0.87, 1.58)  0.014
N (2.60, -1.78, 1.80)  -0.103
C (2.37, -2.53, 2.96)  0.030
C (1.23, -3.23, 2.74)  0.002
N (0.76, -2.87, 1.49)  0.099
C (1.60, -1.97, 0.91)  -0.628
S (1.44, -1.18, -0.63)  0.871
H (4.31, -1.19, 0.72)  0.118
H (3.34, 0.15, 1.40)  0.097
H (4.31, -0.91, 2.51)  0.115
H (3.05, -2.46, 3.79)  0.149
H (0.70, -3.93, 3.35)  0.142
H (-0.03, -3.27, 1.00)  0.171

Output
Highest occupied orbital energy ... -16.854 eV
HOMO-LUMO gap ... 0.2562 Eh
M ... 207.215 g mol⁻¹
Total charge ... +2
Total energy ... -27699.3629 eV

# 4
Computed, not measured: C5H7NO in the gas phase at a distorted geometry, with ωB97M-V with the def2-TZVPD basis set.

Last column: Löwdin charge in e.
Cartesian coordinates (Å):
C (0.83, 0.15, 1.31)  0.024
C (0.32, -0.92, 0.12)  -0.189
C (-1.17, -0.92, -0.18)  -0.151
O (-1.63, 0.31, -0.73)  -0.039
C (-0.74, 1.31, -0.94)  -0.226
N (0.53, 1.31, -0.89)  0.069
C (1.16, 0.16, -0.34)  -0.296
H (0.60, 1.22, 1.47)  0.089
H (1.61, -0.11, 2.03)  0.062
H (0.77, -1.93, 0.06)  0.146
H (-1.63, -1.03, 0.80)  0.121
H (-1.54, -1.72, -0.83)  0.131
H (-1.28, 2.22, -1.18)  0.130
H (2.17, -0.04, -0.69)  0.128

Output
SMILES string ... C1=N[C@H]2C[C@H]2CO1
Highest occupied orbital energy ... -8.889 eV
HOMO-LUMO gap ... 0.3617 Eh
M ... 97.117 g mol⁻¹
Relative energy (zero: lowest compared OMol25 entry of this formula, charge and spin) ... 67.4 kcal per mole
Total charge ... 0
Total energy ... -8833.2816 eV